61
Properties=species:S:1:pos:R:3:forces:R:3:nbo_charge:R:1 method="wB97M-V/def2-TZVPD" s_squared=0.78 homo_lumo_gap_ev="7.836 / 6.127" multiplicity=2 e_above_lowest_kcal_mol=9.72 e_homo_ev="-14.36 / -14.43" total_charge=+2 energy_ev=-93665.7182
Sc -0.355239 -0.780302 -1.274932 0.209 1.495 0.103 1.608
C 1.611596 1.495565 3.724569 -0.111 -0.130 0.006 -0.648
C 0.682186 0.307856 3.857983 0.083 0.200 0.103 0.036
C 0.235578 -0.060903 5.124367 0.014 0.007 0.108 -0.204
C -0.636631 -1.124218 5.316048 0.045 0.041 0.048 -0.131
C -1.092802 -1.864497 4.233632 -0.013 -0.020 0.049 -0.212
C -0.667726 -1.518885 2.966014 0.047 0.017 0.015 -0.163
C 0.212529 -0.446207 2.774417 -0.191 -0.109 -0.097 -0.412
P 0.643155 -0.100324 1.074723 0.019 0.134 0.056 0.833
C 0.537559 1.666814 0.697382 -0.083 0.027 -0.082 -0.391
C 1.684856 2.414242 0.413541 0.031 0.061 0.031 -0.195
C 1.587997 3.751425 0.076463 0.016 0.004 -0.015 -0.199
C 0.333574 4.348356 0.014297 -0.052 0.038 -0.006 -0.168
C -0.808341 3.609375 0.287517 -0.007 0.076 -0.004 -0.140
C -0.737997 2.260476 0.628309 -0.012 0.024 -0.022 -0.022
C -2.012757 1.509141 0.929643 0.187 0.328 0.249 -0.623
C 2.333672 -0.665715 0.749912 -0.069 0.031 -0.233 -0.321
C 3.136294 -1.166722 1.737653 0.238 -0.191 0.136 -0.178
C 4.302624 -1.881247 1.408818 -0.004 -0.003 0.022 -0.084
C 4.629970 -2.147629 0.076951 0.056 -0.050 0.150 -0.194
C 3.826892 -1.673078 -0.929118 -0.027 0.004 -0.090 -0.121
C 2.691694 -0.868232 -0.629264 0.017 -0.005 -0.053 -0.014
C 1.972297 -0.270480 -1.681420 0.192 -0.048 0.079 -0.619
H 2.214885 1.603768 4.625521 -0.036 -0.015 -0.016 0.247
H 1.044842 2.422816 3.597693 0.010 -0.068 -0.014 0.243
H 2.292208 1.414381 2.876547 -0.017 -0.050 0.048 0.207
H 0.586991 0.503970 5.981910 -0.039 -0.058 -0.051 0.235
H -0.957870 -1.379071 6.319396 0.023 0.032 -0.065 0.240
H -1.769737 -2.697717 4.378109 0.050 0.061 -0.010 0.241
H -1.017407 -2.088649 2.113647 -0.013 -0.020 -0.045 0.213
H 2.663630 1.950465 0.482394 -0.034 0.010 -0.014 0.227
H 2.482746 4.328229 -0.126447 -0.071 -0.045 0.008 0.243
H 0.245569 5.397288 -0.247411 0.001 -0.099 0.032 0.242
H -1.780398 4.089919 0.239805 0.083 -0.043 -0.004 0.224
H -2.881699 2.126421 0.712931 0.004 0.026 -0.006 0.250
H -2.068665 1.197599 1.971901 0.025 0.008 0.093 0.250
H -2.126178 0.606831 0.335768 -0.020 -0.395 -0.244 0.182
H 2.858318 -1.050453 2.778249 0.022 -0.021 -0.016 0.247
H 4.935117 -2.257696 2.203255 -0.026 0.023 -0.029 0.246
H 5.514807 -2.725391 -0.161358 -0.058 0.039 0.044 0.255
H 4.080365 -1.856442 -1.968480 -0.046 0.028 0.093 0.238
H 2.295770 -0.481171 -2.689732 -0.030 -0.016 -0.195 0.258
H 1.580235 0.737078 -1.532854 -0.193 0.051 0.041 0.260
F -0.402207 -1.883854 -3.039978 -0.043 -0.298 -0.452 -0.556
P -1.371566 -3.142517 -2.367151 0.128 0.346 0.169 2.638
F -2.233394 -4.072481 -1.507969 -0.210 -0.231 0.217 -0.514
F -0.448261 -4.197829 -2.978006 0.225 -0.308 -0.160 -0.514
F -0.293795 -2.879441 -1.063401 0.066 -0.407 0.211 -0.552
F -2.347875 -2.981979 -3.546904 -0.336 -0.043 -0.346 -0.528
F -2.155317 -1.747737 -1.591795 -0.211 -0.288 -0.073 -0.573
C -4.501895 -0.305090 -4.492456 0.101 0.034 0.123 -0.446
N -3.523036 0.173873 -3.509511 -0.179 -0.113 -0.162 -0.524
C -2.309767 0.570645 -3.812995 0.237 -0.071 -0.233 0.400
N -1.914740 0.543049 -5.077058 0.105 0.017 0.049 -0.743
S -1.215007 1.210844 -2.606151 -0.042 -0.088 0.220 -0.275
H -5.418536 -0.551782 -3.970100 -0.039 0.000 0.040 0.253
H -4.142675 -1.203377 -4.996751 0.053 0.010 0.046 0.225
H -4.721613 0.471455 -5.224983 0.002 0.041 0.005 0.226
H -3.786824 0.236562 -2.544517 -0.108 -0.003 0.189 0.431
H -2.518033 0.236917 -5.823902 -0.019 0.023 -0.026 0.426
H -0.999997 0.885761 -5.314748 0.048 0.000 -0.019 0.437